Density functional theory data (wB97M-V/def2-TZVPD) for an isolated molecule of C11H13NO2 in a non-equilibrium geometry.

Each line ends with the Löwdin charge.
Positions of all 27 atoms, in Å:
O -3.446 -0.823 -0.655  0.059
O -3.122 1.256 -1.802  -0.080
N -2.791 0.439 -0.844  -0.228
C -0.659 -1.155 0.608  -0.288
C -1.951 0.729 0.113  -0.228
C 2.035 -0.114 -1.816  -0.106
C -1.327 2.108 0.255  -0.004
C 0.922 -0.746 -1.294  0.003
C -1.556 -0.207 1.230  -0.114
C 2.920 0.539 -1.086  -0.103
C 0.556 -0.508 0.038  -0.224
C 2.629 0.761 0.275  -0.050
C 1.459 0.205 0.771  -0.065
C -0.663 -2.508 0.649  0.104
H -1.463 -3.140 1.006  0.066
H 2.178 -0.169 -2.869  0.103
H -0.232 1.979 0.262  0.062
H -1.169 0.258 2.060  0.087
H -1.720 2.815 -0.596  0.116
H 0.429 -1.458 -1.794  0.080
H 3.835 0.953 -1.588  0.126
H -4.282 -0.746 -1.116  0.108
H -1.472 2.580 1.300  0.113
H 0.129 -2.968 0.057  0.073
H -2.561 -0.687 1.658  0.175
H 3.352 1.376 0.757  0.094
H 1.146 0.533 1.762  0.120

The SMILES is C=C(C/C(C)=[N+](/[O-])O)c1ccccc1. The calculation puts the largest force on an atom at 5.914 eV Å⁻¹. As for the total charge: 0. The calculation puts the energy above the lowest of the compared OMol25 structures with the same formula, charge and spin at 598.0 kJ/mol. The frontier orbital gap comes out at 9.23 eV. The value obtained for the lowest unoccupied orbital energy is 0.02581 Ha. Its HOMO energy is -8.53 eV.

Density functional theory data (wB97M-V/def2-TZVPD) for a cluster of 2 separate species, C22H30N4O4S in total in a non-equilibrium geometry.

Each line ends with the Löwdin charge.
Positions of all 61 atoms, in Å:
S -1.632 -3.232 1.120  0.800
O -5.052 -0.401 5.061  0.040
O -0.203 -1.161 5.686  0.059
O -3.051 -0.501 -3.461  -0.092
O 2.673 1.509 -5.235  0.066
N 6.153 5.068 -3.309  0.052
N 4.074 2.034 -3.498  0.121
N -1.174 -3.125 6.188  0.022
N -2.827 -0.110 5.202  0.107
C 0.495 -0.637 -4.586  -0.025
C 1.137 -0.175 -3.431  -0.232
C 5.998 5.590 -4.535  -0.157
C 4.689 3.229 -3.933  -0.196
C -4.086 0.325 5.253  -0.558
C 5.515 3.920 -3.023  -0.093
C -3.759 -0.611 -4.703  -0.076
C 2.642 -0.021 -3.412  -0.066
C 3.116 1.247 -4.126  -0.416
C 4.545 3.786 -5.213  -0.002
C -1.029 0.016 -2.352  -0.010
C -2.263 -1.614 3.350  -0.192
C 0.364 0.150 -2.309  -0.037
C -4.287 1.786 5.577  0.000
C -1.679 -0.426 -3.507  -0.270
C 5.206 4.978 -5.507  -0.063
C -1.765 -2.998 2.913  -0.515
C -1.174 -1.908 5.630  -0.476
C -0.896 -0.761 -4.627  -0.008
C -2.442 -1.487 4.873  -0.218
C -0.043 -3.685 6.924  -0.052
C -0.282 -2.091 0.716  -0.416
H -0.590 -1.065 0.915  0.022
H 2.994 -0.010 -2.378  0.108
H 4.330 1.718 -2.568  0.136
H -3.249 -2.156 5.173  0.144
H -1.629 0.268 -1.484  0.117
H 0.128 -3.104 7.832  0.088
H -2.011 -3.681 6.108  0.136
H -1.349 -1.121 -5.543  0.103
H -5.356 1.990 5.632  0.084
H -3.840 2.392 4.791  0.082
H -3.824 2.015 6.534  0.081
H 6.507 6.517 -4.778  0.099
H 5.644 3.507 -2.027  0.106
H 0.596 -2.332 1.315  0.038
H -2.456 -3.749 3.297  0.076
H -3.596 -1.593 -5.157  0.088
H -0.782 -3.185 3.346  0.071
H -3.220 -1.417 2.864  0.120
H -0.036 -2.188 -0.341  0.023
H -3.444 0.168 -5.406  0.095
H -0.243 -4.723 7.193  0.085
H -1.547 -0.863 3.017  0.109
H 5.109 5.436 -6.486  0.102
H 0.834 0.513 -1.400  0.112
H -4.832 -0.493 -4.524  0.091
H 0.858 -3.640 6.308  0.088
H -2.081 0.540 5.400  0.146
H 1.080 -0.883 -5.469  0.119
H 3.938 3.328 -5.987  0.103
H 3.102 -0.882 -3.903  0.130

The SMILES is COc1ccc(CC(=O)Nc2cccnc2)cc1.CNC(=O)[C@H](CCSC)NC(C)=O. The calculation puts the largest force on an atom at 1.771 eV Å⁻¹. As for the total charge: 0. The calculation puts the energy above the lowest of the compared OMol25 structures with the same formula, charge and spin at 130.1 kJ/mol. The frontier orbital gap comes out at 9.03 eV. The value obtained for the lowest unoccupied orbital energy is 0.01853 Ha. Its HOMO energy is -8.53 eV.

Density functional theory data (wB97M-V/def2-TZVPD) for a cluster of 10 separate species, C10H30N10O20 in total in a non-equilibrium geometry.

Each line ends with the Löwdin charge.
Positions of all 70 atoms, in Å:
O 1.321 1.915 0.370  0.043
O 2.740 -3.011 1.922  0.073
O -0.162 -1.265 1.434  0.054
O -1.709 -3.550 3.802  0.060
O 2.643 -1.288 -1.641  0.073
O -5.278 -2.251 -2.347  0.075
O -0.245 -0.323 -3.557  0.049
O 4.642 -2.310 2.658  0.068
O 3.621 -1.676 -3.520  0.067
O -1.181 0.687 -5.203  0.082
O -3.988 3.270 -4.131  0.076
O 1.453 -1.310 6.808  0.076
O -2.175 -0.556 1.201  0.069
O 2.866 -1.415 5.184  0.060
O -3.771 -4.089 3.491  0.074
O -4.132 1.194 -3.566  0.056
O -2.533 3.630 0.490  0.057
O -0.902 4.679 1.424  0.069
O 2.734 2.441 1.895  0.086
O -3.741 -0.978 -1.548  0.042
N -4.162 -1.769 -2.364  -0.437
N 3.549 -2.141 2.172  -0.444
N 2.370 2.408 0.742  -0.429
N -2.889 -3.290 3.724  -0.439
N -1.657 3.733 1.324  -0.439
N -1.044 -0.713 0.799  -0.410
N -3.606 2.291 -3.535  -0.436
N 1.738 -1.381 5.638  -0.441
N -0.205 0.290 -4.609  -0.429
N 3.605 -1.269 -2.378  -0.437
C 3.257 2.991 -0.288  0.061
C 3.141 -0.734 1.889  0.018
C -0.706 -0.222 -0.548  0.026
C 1.135 0.529 -5.200  0.063
C 0.616 -1.497 4.668  0.042
C -2.407 2.399 -2.654  0.046
C 4.867 -0.681 -1.865  0.050
C -3.312 -1.883 3.946  0.035
C -1.461 2.607 2.264  0.046
C -3.276 -2.153 -3.491  0.046
H -0.243 -0.987 5.095  0.093
H -3.869 -2.679 -4.227  0.096
H 3.846 -0.330 1.170  0.072
H 3.755 3.863 0.126  0.105
H -2.458 -1.255 3.723  0.065
H -1.364 -0.603 -1.321  0.068
H -4.200 -1.660 3.367  0.100
H 5.619 -1.451 -1.727  0.110
H 1.037 0.620 -6.274  0.101
H -1.690 3.002 -3.216  0.101
H 0.366 -2.556 4.640  0.095
H 4.022 2.244 -0.487  0.090
H -2.916 -1.214 -3.910  0.070
H 4.658 -0.202 -0.913  0.063
H -1.022 2.985 3.180  0.103
H -0.849 1.859 1.769  0.066
H 0.352 -0.364 -0.716  0.074
H -3.594 -1.756 4.992  0.104
H 3.233 -0.199 2.831  0.089
H -2.450 -2.738 -3.099  0.103
H 5.209 0.084 -2.556  0.101
H 1.784 -0.263 -4.840  0.081
H 2.647 3.259 -1.141  0.099
H -0.920 0.850 -0.501  0.084
H -2.040 1.404 -2.457  0.057
H 1.483 1.479 -4.793  0.105
H -2.430 2.161 2.475  0.100
H 0.849 -1.173 3.663  0.062
H 2.115 -0.699 1.544  0.060
H -2.684 3.009 -1.797  0.082

The SMILES is C[N+](=O)[O-].C[N+](=O)[O-].C[N+](=O)[O-].C[N+](=O)[O-].C[N+](=O)[O-].C[N+](=O)[O-].C[N+](=O)[O-].C[N+](=O)[O-].C[N+](=O)[O-].C[N+](=O)[O-]. The calculation puts the largest force on an atom at 1.252 eV Å⁻¹. As for the total charge: 0. The calculation puts the energy above the lowest of the compared OMol25 structures with the same formula, charge and spin at 64.0 kJ/mol. The frontier orbital gap comes out at 10.03 eV. The value obtained for the lowest unoccupied orbital energy is -0.03274 Ha. Its HOMO energy is -10.93 eV.

Density functional theory data (wB97M-V/def2-TZVPD) for a cluster of 4 separate species, C3H11ClNO4 in total.

Each line ends with the Löwdin charge.
Positions of all 20 atoms, in Å:
Cl 0.700 0.178 1.239  -0.264
O 2.102 0.445 -3.076  0.029
O -2.343 0.361 1.987  -0.193
O -0.222 -2.537 -0.209  -0.182
O 2.864 1.798 -1.587  0.049
N 1.963 1.321 -2.240  -0.452
C 0.921 -2.818 -0.977  -0.214
C 0.594 1.863 -2.041  0.018
C -2.417 0.827 3.307  -0.224
H 0.137 1.295 -1.228  0.042
H -1.387 0.291 1.762  -0.100
H -2.091 1.870 3.397  0.067
H -0.002 -1.750 0.326  -0.078
H 0.970 -2.189 -1.872  0.061
H 0.681 2.911 -1.782  0.090
H -1.841 0.204 4.003  0.070
H 0.920 -3.871 -1.274  0.062
H -3.458 0.764 3.639  0.062
H 0.065 1.722 -2.977  0.086
H 1.843 -2.686 -0.398  0.070

The calculation puts the largest force on an atom at 0.365 eV Å⁻¹. As for the total charge: -1. The calculation puts the energy above the lowest of the compared OMol25 structures with the same formula, charge and spin at 0.0 kJ/mol. The frontier orbital gap comes out at 8.60 eV. The value obtained for the lowest unoccupied orbital energy is 0.12313 Ha. Its HOMO energy is -5.25 eV.

Density functional theory data (wB97M-V/def2-TZVPD) for an isolated molecule of C4H10N2O.

Each line ends with the Löwdin charge.
Positions of all 17 atoms, in Å:
O 0.539 1.057 -1.404  0.035
N -1.136 0.851 0.108  0.007
N 0.554 -0.780 -0.050  -0.162
C -1.731 2.086 -0.360  -0.088
C 1.742 -1.256 -0.729  -0.060
C 0.035 0.428 -0.480  -0.537
C 0.271 -1.388 1.230  -0.067
H 1.797 -0.767 -1.701  0.083
H -1.595 2.144 -1.441  0.083
H -1.272 2.978 0.085  0.084
H -0.783 -1.294 1.506  0.077
H 0.892 -0.974 2.040  0.094
H 2.661 -1.030 -0.169  0.092
H 1.670 -2.341 -0.867  0.087
H -2.802 2.079 -0.136  0.080
H -1.369 0.548 1.038  0.107
H 0.483 -2.460 1.165  0.087

The SMILES is CNC(=O)N(C)C. The calculation puts the largest force on an atom at 0.291 eV Å⁻¹. As for the total charge: 0. The calculation puts the energy above the lowest of the compared OMol25 structures with the same formula, charge and spin at 72.5 kJ/mol. The frontier orbital gap comes out at 9.73 eV. The value obtained for the lowest unoccupied orbital energy is 0.02975 Ha. Its HOMO energy is -8.92 eV.